(1)
C5H14OS | ωB97M-V with the def2-TZVPD basis set

Element x y z (Å)
1 C 0.082 -0.706 -2.389
2 C 0.684 -1.290 -1.080
3 C -0.153 -0.891 0.177
4 C -0.080 0.638 0.454
5 S 1.510 1.456 0.574
6 C 2.264 0.405 1.882
7 H -0.992 -0.751 -2.190
8 H 0.333 0.330 -2.594
9 H 0.440 -1.337 -3.195
10 H 1.671 -0.839 -0.912
11 H 0.785 -2.378 -1.140
12 H 0.456 -1.355 0.951
13 H -1.160 -1.243 -0.041
14 H -0.743 1.165 -0.227
15 H -0.396 0.715 1.499
16 H 3.289 0.694 2.083
17 H 2.236 -0.646 1.592
18 H 1.609 0.540 2.746
19 H -3.526 1.368 0.125
20 H -4.150 2.541 0.850
21 O -4.158 1.585 0.835

Force components x, y, z for each atom (eV/Å):
C 0.1 -0.8 1.3
C 0.0 1.5 0.1
C 2.5 0.5 -1.8
C -0.5 -1.5 1.2
S 1.0 -0.2 -0.6
C -1.1 0.2 -0.4
H -0.2 -0.1 -0.9
H 0.2 0.1 0.2
H -0.4 0.0 -0.5
H 0.1 -0.4 -0.2
H -0.1 0.1 0.0
H -1.1 -0.5 0.6
H -0.2 0.0 0.9
H 0.0 0.5 0.1
H -0.9 0.4 -0.3
H 0.0 0.2 0.0
H 0.2 0.1 0.0
H 0.4 -0.1 0.2
H 0.0 0.1 0.0
H 0.1 0.7 0.0
O -0.1 -0.7 0.0

The calculation puts the maximum force at 3.14 eV/Å. The total charge is -1. For the gap between HOMO and LUMO (spin up / spin down), the calculation gives 0.0769 / 0.3126 hartree. The multiplicity is 2. Its relative energy (zero: lowest compared OMol25 entry of this formula, charge and spin) is 3.7 kcal per mole.

Atomic partial charges in e from the Löwdin method, atoms 1 to 5: C -0.156; C -0.300; C -0.281; C -0.561; S 0.543

(2)
C16H29FN2O3S2 | ωB97M-V with the def2-TZVPD basis set

Element x y z (Å)
1 C -0.181 2.750 1.714
2 C 0.984 1.766 1.523
3 C 0.602 0.271 1.641
4 C -0.494 -0.054 2.658
5 S -2.005 -0.871 2.016
6 C -2.182 -0.627 0.234
7 C -2.328 0.832 -0.182
8 C -2.780 0.946 -1.653
9 C -1.899 1.961 -2.401
10 C -0.472 1.438 -2.569
11 C -0.138 1.035 -3.990
12 O 1.288 0.902 -4.186
13 C 1.840 -0.175 -3.575
14 C 2.879 0.182 -2.552
15 O 1.529 -1.303 -3.843
16 C -1.551 -2.611 2.234
17 C -0.448 -3.100 1.288
18 S 0.564 -4.399 2.043
19 C 2.068 -3.537 2.164
20 N 3.092 -3.653 1.396
21 N 4.063 -2.802 1.907
22 C 3.536 -2.244 2.933
23 O 2.275 -2.650 3.175
24 H -0.292 3.394 0.818
25 H -0.043 3.368 2.604
26 H -1.130 2.242 1.861
27 H 1.353 1.856 0.498
28 H 1.832 2.028 2.156
29 H 1.494 -0.303 1.903
30 H 0.312 -0.077 0.649
31 H -0.848 0.813 3.211
32 H -0.121 -0.769 3.392
33 H -3.117 -1.143 -0.006
34 H -1.389 -1.124 -0.324
35 H -3.017 1.357 0.482
36 H -1.377 1.346 -0.108
37 H -2.680 -0.038 -2.131
38 H -3.829 1.236 -1.719
39 H -2.361 2.146 -3.375
40 H -1.856 2.912 -1.836
41 H 0.231 2.227 -2.284
42 H -0.277 0.587 -1.899
43 H -0.452 1.802 -4.694
44 H -0.598 0.083 -4.267
45 H 3.597 0.894 -2.956
46 H 2.402 0.631 -1.680
47 H 3.405 -0.723 -2.253
48 H -1.216 -2.647 3.269
49 H -2.471 -3.182 2.131
50 H -0.894 -3.528 0.391
51 H 0.176 -2.274 0.959
52 H 3.974 -1.526 3.606
53 F -1.050 4.355 -0.373

Force components x, y, z for each atom (eV/Å):
C 0.6 0.0 0.2
C -0.4 -0.1 -0.4
C 0.4 0.2 0.1
C 0.3 -0.2 -0.1
S -0.1 0.2 0.4
C -0.2 0.0 -0.4
C 0.0 0.2 0.0
C 0.3 0.0 0.0
C -0.4 -0.1 0.3
C 0.5 0.4 0.0
C 0.0 -0.4 -0.4
O 0.0 0.3 0.5
C 0.1 -0.1 -0.1
C 0.4 -0.2 -0.1
O -0.3 -0.1 0.1
C 0.2 0.1 -0.3
C -0.6 0.1 -0.1
S 0.1 -0.1 0.0
C 0.1 -0.1 -0.1
N 0.0 0.0 0.0
N 0.1 0.0 0.0
C 0.1 0.1 0.1
O -0.2 0.0 0.1
H -0.4 0.3 0.1
H 0.1 0.1 -0.1
H -0.2 0.0 -0.1
H 0.1 0.2 0.0
H -0.1 -0.2 0.2
H -0.1 -0.1 0.0
H -0.1 0.0 0.0
H -0.1 0.1 -0.2
H -0.2 -0.1 0.0
H 0.0 -0.2 0.2
H 0.1 0.0 0.1
H 0.0 0.0 0.0
H 0.1 0.1 0.2
H -0.1 0.1 -0.1
H 0.0 -0.1 0.1
H 0.1 0.1 0.0
H -0.1 -0.2 -0.1
H -0.1 0.0 0.1
H 0.0 0.0 0.0
H 0.0 0.0 0.0
H -0.1 0.1 -0.1
H -0.1 0.1 0.0
H -0.1 0.1 -0.1
H 0.0 0.0 0.0
H -0.1 -0.1 0.1
H 0.0 -0.1 0.1
H 0.0 0.0 0.0
H 0.3 -0.1 0.1
H 0.0 0.0 0.0
F 0.0 -0.4 -0.3

The calculation puts the maximum force at 0.62 eV/Å. The total charge is 0. For the gap between HOMO and LUMO, the calculation gives 0.2399 hartree. The multiplicity is 1.

Atomic partial charges in e from the Löwdin method, atoms 1 to 5: C -0.119; C -0.217; C -0.228; C -0.303; S 1.173

(3)
C4H12N2O | ωB97M-V with the def2-TZVPD basis set

Element x y z (Å)
1 C 2.451 0.091 0.332
2 C 1.524 -0.989 -0.202
3 C 0.141 -0.403 -0.887
4 C -0.715 0.186 0.180
5 O -0.469 1.520 0.532
6 N -2.144 0.086 -0.519
7 N -3.252 0.183 0.362
8 H 2.629 0.858 -0.423
9 H 3.420 -0.330 0.600
10 H 2.036 0.563 1.222
11 H 2.016 -1.549 -0.999
12 H 1.269 -1.700 0.586
13 H 0.419 0.348 -1.626
14 H -0.354 -1.257 -1.344
15 H -0.752 -0.433 1.089
16 H 0.445 1.752 0.338
17 H -2.220 0.883 -1.148
18 H -3.097 0.903 1.073
19 H -3.349 -0.713 0.834

Force components x, y, z for each atom (eV/Å):
C 0.0 -0.1 0.0
C -1.4 0.7 -1.5
C 3.3 -1.2 1.7
C -3.4 -0.3 -1.7
O 0.2 0.2 0.1
N 1.6 0.2 1.6
N 0.0 0.2 0.4
H 0.0 0.1 0.0
H 0.0 0.0 0.1
H 0.0 0.1 0.1
H 0.1 0.0 0.1
H -0.2 0.0 0.0
H -0.1 0.0 -0.2
H -0.1 0.3 0.0
H -0.2 0.0 -0.3
H 0.0 0.0 0.0
H 0.2 -0.1 0.1
H -0.1 -0.2 -0.1
H 0.0 0.2 -0.1

The calculation puts the maximum force at 3.89 eV/Å. The total charge is 0. For the gap between HOMO and LUMO, the calculation gives 0.3619 hartree. The multiplicity is 1. Its relative energy (zero: lowest compared OMol25 entry of this formula, charge and spin) is 54.1 kcal per mole. As for the structure (SMILES): CCC[C@@H](O)NN.

Atomic partial charges in e from the Löwdin method, atoms 1 to 5: C -0.129; C -0.220; C -0.141; C -0.402; O -0.020

(4)
BrCl2HNP | ωB97M-V with the def2-TZVPD basis set

Element x y z (Å)
1 N -0.462 0.157 -0.426
2 P -1.839 -0.471 -0.291
3 Cl -2.317 -1.995 1.619
4 Cl -2.825 -1.417 -1.744
5 Br -2.946 1.233 0.274
6 H 0.353 -0.132 -0.950

Force components x, y, z for each atom (eV/Å):
N 0.3 -0.7 -0.5
P 0.4 -0.8 2.0
Cl 0.6 1.7 -2.3
Cl 0.1 -0.1 0.1
Br -1.2 0.4 0.4
H -0.2 -0.4 0.2

The calculation puts the maximum force at 2.90 eV/Å. The total charge is 0. For the gap between HOMO and LUMO, the calculation gives 0.3263 hartree. The multiplicity is 1. Its relative energy (zero: lowest compared OMol25 entry of this formula, charge and spin) is 17.7 kcal per mole. As for the structure (SMILES): N=P(Cl)(Cl)Br.

Atomic partial charges in e from the Löwdin method, atoms 1 to 5: N -0.293; P -0.316; Cl -0.089; Cl 0.279; Br 0.408

(5)
C7H9N2 | ωB97M-V with the def2-TZVPD basis set

Element x y z (Å)
1 C 1.365 1.085 -1.714
2 C 0.187 0.218 -1.639
3 C 1.512 1.746 -0.514
4 C -0.374 0.318 -0.402
5 C -1.281 0.395 1.707
6 C 0.092 1.466 1.579
7 C -1.395 -0.133 0.525
8 N 0.467 1.311 0.363
9 N -0.312 -2.767 0.143
10 H 1.856 1.405 -2.561
11 H -0.023 -0.411 -2.458
12 H 2.065 2.519 -0.252
13 H -1.968 0.266 2.536
14 H 0.277 2.208 2.278
15 H -2.206 -0.801 0.336
16 H 0.234 -2.310 -0.626
17 H -0.862 -3.550 -0.119
18 H 0.364 -2.967 0.819

Force components x, y, z for each atom (eV/Å):
C -1.0 1.7 4.1
C 0.1 0.3 1.9
C -2.8 -3.8 -2.8
C 1.6 0.7 -0.4
C 2.8 3.1 1.2
C -5.0 -3.7 -1.4
C -0.2 -0.6 -1.1
N -0.4 -1.4 -1.0
N 0.3 2.4 -1.6
H 1.2 0.1 -1.8
H -0.9 -0.7 -0.6
H 2.7 3.3 1.2
H 0.6 0.3 0.2
H 1.3 1.2 1.2
H -0.1 -0.3 -0.6
H -1.1 -1.2 0.7
H 0.0 -0.7 -0.5
H 0.9 -0.8 1.4

The calculation puts the maximum force at 6.32 eV/Å. The total charge is +1. For the gap between HOMO and LUMO (spin up / spin down), the calculation gives 0.2566 / 0.2567 hartree. The multiplicity is 1. Its relative energy (zero: lowest compared OMol25 entry of this formula, charge and spin) is 82.7 kcal per mole.

Atomic partial charges in e from the Löwdin method, atoms 1 to 5: C 0.036; C 0.063; C 0.042; C -0.126; C 0.067

(6)
C5H10O | ωB97M-V with the def2-TZVPD basis set

Element x y z (Å)
1 C 1.705 -0.367 1.068
2 C 1.435 -0.138 -0.403
3 C 0.242 -0.950 -0.864
4 C -0.494 0.366 -0.656
5 C -1.524 0.433 0.465
6 O -0.938 0.878 -1.889
7 H 2.478 -1.158 1.035
8 H 2.167 0.498 1.564
9 H 0.887 -0.767 1.700
10 H 0.457 1.045 -0.364
11 H 0.241 -1.252 -1.917
12 H -0.128 -1.759 -0.213
13 H -2.399 -0.174 0.197
14 H -1.854 1.470 0.625
15 H -1.115 0.056 1.410
16 H -1.159 1.821 -1.757

Force components x, y, z for each atom (eV/Å):
C 0.0 0.0 0.1
C -0.5 -0.5 0.1
C 0.0 0.0 0.0
C 0.5 0.0 0.2
C 0.0 0.0 -0.1
O -0.1 0.6 0.4
H -0.2 0.2 0.0
H -0.1 -0.2 -0.2
H 0.2 0.1 -0.3
H -0.4 -0.1 0.0
H 0.0 0.1 0.3
H 0.2 0.2 -0.1
H 0.2 0.1 0.1
H 0.1 -0.3 -0.1
H -0.1 0.1 -0.3
H 0.1 -0.6 -0.2

The calculation puts the maximum force at 0.71 eV/Å. The total charge is 0. For the gap between HOMO and LUMO, the calculation gives 0.3251 hartree. The multiplicity is 1. Its relative energy (zero: lowest compared OMol25 entry of this formula, charge and spin) is 94.6 kcal per mole.

Atomic partial charges in e from the Löwdin method, atoms 1 to 5: C -0.164; C -0.070; C -0.184; C -0.495; C -0.025

(7)
C30H28N4O6Re | ωB97M-V with the def2-TZVPD basis set

Element x y z (Å)
1 Re -0.308 -0.004 -0.460
2 N 3.499 3.842 8.356
3 C 3.116 3.379 7.376
4 C 2.625 2.805 6.140
5 C 2.487 3.614 5.013
6 C 1.975 3.083 3.843
7 C 1.623 1.733 3.777
8 C 1.782 0.927 4.906
9 C 2.274 1.462 6.084
10 C 1.034 1.180 2.539
11 C 1.568 0.021 1.998
12 C 2.704 -0.687 2.444
13 C 2.843 -1.812 1.649
14 C 1.809 -1.762 0.721
15 N 1.033 -0.665 0.896
16 C -0.091 1.834 1.987
17 C -0.879 2.789 2.585
18 C -2.004 3.037 1.751
19 C -1.868 2.238 0.667
20 N -0.693 1.491 0.753
21 H 2.777 4.654 5.064
22 H 1.874 3.711 2.965
23 H 1.482 -0.114 4.874
24 H 2.380 0.843 6.965
25 H 3.350 -0.386 3.255
26 H 3.597 -2.580 1.727
27 H 1.585 -2.472 -0.063
28 H -0.690 3.235 3.552
29 H -2.821 3.715 1.944
30 H -2.535 2.129 -0.174
31 O -1.930 -0.852 0.366
32 C -2.504 -1.968 0.142
33 C -2.122 -2.946 -0.775
34 C -2.913 -4.118 -0.868
35 C -2.574 -5.063 -1.769
36 C -1.468 -4.903 -2.622
37 C -0.686 -3.780 -2.537
38 C -0.987 -2.786 -1.598
39 O -0.215 -1.728 -1.486
40 N -3.394 -6.292 -1.859
41 O -3.084 -7.092 -2.713
42 O -4.300 -6.406 -1.063
43 H -3.390 -2.153 0.748
44 H -3.778 -4.265 -0.231
45 H -1.251 -5.685 -3.339
46 H 0.174 -3.644 -3.182
47 C 2.929 1.736 -2.875
48 C 2.187 0.594 -2.289
49 C 2.582 -0.789 -2.646
50 O 1.266 0.855 -1.491
51 H 3.993 1.629 -2.643
52 H 2.563 2.691 -2.510
53 H 2.850 1.688 -3.965
54 H 2.812 -0.845 -3.711
55 H 1.833 -1.525 -2.371
56 H 3.517 -1.002 -2.114
57 C -2.701 0.972 -4.182
58 C -2.475 2.362 -3.565
59 C -1.271 2.141 -2.683
60 O -1.524 0.815 -2.104
61 C -2.194 -0.012 -3.127
62 H -2.132 0.866 -5.103
63 H -3.749 0.794 -4.414
64 H -3.333 2.671 -2.966
65 H -2.286 3.125 -4.318
66 H -1.158 2.846 -1.866
67 H -0.347 2.105 -3.261
68 H -2.991 -0.548 -2.620
69 H -1.479 -0.726 -3.525

Force components x, y, z for each atom (eV/Å):
Re -0.1 0.9 0.0
N -0.1 -0.1 -0.2
C 0.0 0.0 -0.1
C 0.1 0.2 0.2
C 0.0 0.0 0.0
C 0.1 0.1 0.0
C -0.2 0.0 0.0
C 0.0 -0.1 0.0
C 0.0 -0.1 0.0
C 0.2 -0.1 0.1
C -0.1 0.0 0.0
C 0.3 -0.2 0.1
C 0.1 0.1 0.2
C -0.3 0.2 0.0
N 0.3 -0.4 -0.1
C -0.3 0.0 -0.4
C -0.2 0.2 0.4
C 0.0 0.2 0.2
C 0.3 -0.1 0.0
N 0.0 -0.5 -0.4
H 0.0 0.0 0.0
H 0.0 0.0 0.1
H 0.0 0.1 0.0
H 0.0 0.0 0.0
H -0.1 0.0 -0.1
H -0.1 0.1 0.0
H 0.0 0.1 0.0
H 0.0 0.0 -0.1
H 0.1 0.0 0.0
H 0.1 -0.1 0.0
O 0.0 -0.4 -0.3
C 0.0 0.4 0.4
C -0.2 -0.1 0.1
C -0.1 0.2 0.3
C 0.0 -0.3 -0.2
C 0.0 0.0 -0.1
C 0.1 -0.2 -0.2
C 0.5 0.6 -0.1
O -0.4 -0.6 0.1
N 0.0 -0.2 0.0
O 0.0 0.1 0.0
O 0.1 0.1 -0.1
H 0.0 0.0 0.1
H 0.0 0.0 0.0
H 0.0 0.0 0.0
H 0.0 -0.1 0.0
C 0.1 -0.1 0.0
C 0.2 0.2 0.0
C 0.0 0.0 0.0
O -0.6 -0.4 0.1
H 0.0 0.0 0.0
H 0.0 0.0 0.0
H 0.0 0.0 0.0
H 0.0 0.0 0.0
H 0.0 0.1 0.0
H 0.0 0.0 0.0
C 0.0 0.0 0.1
C 0.0 -0.1 0.0
C -0.2 -0.2 0.0
O 0.2 0.0 0.0
C 0.0 0.3 0.1
H 0.0 0.0 0.0
H 0.0 0.0 0.0
H 0.0 0.0 0.0
H 0.0 0.0 0.0
H 0.0 0.0 0.1
H 0.1 -0.1 0.0
H -0.1 0.0 0.1
H 0.1 0.0 0.0

The calculation puts the maximum force at 0.93 eV/Å. The total charge is +2. For the gap between HOMO and LUMO (spin up / spin down), the calculation gives 0.2257 / 0.2278 hartree. The multiplicity is 2. Its relative energy (zero: lowest compared OMol25 entry of this formula, charge and spin) is 8.3 kcal per mole.

Atomic partial charges in e from the Löwdin method, atoms 1 to 5: Re 1.743; N 0.196; C -0.154; C -0.197; C 0.007

(8)
C5H6O | ωB97M-V with the def2-TZVPD basis set

Element x y z (Å)
1 C 1.747 0.098 1.247
2 C 0.532 0.131 0.428
3 C -0.014 -0.811 -0.351
4 C -1.059 0.130 -0.676
5 C -2.169 0.309 -1.357
6 O -0.315 1.178 0.285
7 H 2.184 -0.902 1.150
8 H 1.504 0.298 2.291
9 H 2.456 0.847 0.892
10 H 0.287 -1.819 -0.578
11 H -2.333 -0.636 -1.867
12 H -2.821 1.177 -1.465

Force components x, y, z for each atom (eV/Å):
C 0.1 0.2 0.2
C 0.7 -1.0 0.0
C 0.2 0.0 0.2
C 0.3 2.1 1.1
C 0.4 -0.5 0.0
O -1.3 -1.1 -1.4
H 0.0 0.3 0.1
H 0.1 0.0 0.0
H 0.1 0.0 0.1
H -0.3 0.1 -0.2
H -0.7 0.3 -0.4
H 0.5 -0.4 0.2

The calculation puts the maximum force at 2.36 eV/Å. The total charge is 0. For the gap between HOMO and LUMO, the calculation gives 0.3495 hartree. The multiplicity is 1. Its relative energy (zero: lowest compared OMol25 entry of this formula, charge and spin) is 55.5 kcal per mole.

Atomic partial charges in e from the Löwdin method, atoms 1 to 5: C -0.007; C -0.412; C 0.008; C -0.223; C 0.078